(1)
C28H31N5O6 in the gas phase in a non-equilibrium geometry, computed with the ωB97M-V functional and the def2-TZVPD basis.

Each line ends with the Löwdin charge.
Geometry (Å):
C 7.60 1.48 -0.27  -0.060
C 6.70 0.30 -0.62  -0.212
H 6.35 0.40 -1.65  0.122
H 7.23 -0.65 -0.49  0.124
O 5.58 0.22 0.25  0.013
C 4.54 0.99 -0.04  -0.442
O 4.45 1.72 -1.00  0.124
C 3.45 0.86 0.95  -0.119
N 3.53 0.24 2.14  0.093
N 2.41 0.35 2.75  0.060
N 1.57 1.04 1.98  -0.056
C 2.17 1.40 0.83  -0.030
C 1.55 2.15 -0.29  -0.458
O 1.06 1.62 -1.25  0.140
O 1.60 3.45 -0.05  0.034
C 1.04 4.32 -1.03  -0.196
C 2.00 4.53 -2.19  -0.053
H 2.94 4.95 -1.82  0.081
H 2.21 3.59 -2.68  0.077
H 1.57 5.22 -2.91  0.078
H 0.83 5.25 -0.50  0.129
H 0.10 3.88 -1.38  0.121
C 0.23 1.35 2.42  -0.006
H -0.10 0.53 3.06  0.133
C -0.71 1.53 1.22  -0.433
O -1.20 2.60 0.94  0.105
N -0.93 0.40 0.52  -0.025
N -0.36 -0.79 0.81  0.183
C -0.73 -1.67 -0.04  -0.184
C -0.31 -3.06 -0.02  -0.113
C -1.05 -3.99 -0.77  0.014
C -0.72 -5.33 -0.79  -0.275
C 0.39 -5.75 -0.06  -0.036
C 1.14 -4.84 0.66  -0.033
C 0.81 -3.49 0.70  -0.201
C 1.67 -2.55 1.47  -0.058
H 1.96 -1.71 0.84  0.068
H 1.13 -2.14 2.32  0.075
H 2.57 -3.04 1.82  0.082
H 2.00 -5.19 1.21  0.111
H 0.67 -6.80 -0.07  0.114
C -1.52 -6.32 -1.58  -0.051
H -2.33 -5.83 -2.11  0.073
H -1.95 -7.07 -0.91  0.082
H -0.89 -6.84 -2.30  0.081
H -1.91 -3.66 -1.33  0.108
C -1.67 -1.11 -1.09  -0.025
H -1.26 -1.25 -2.09  0.135
H -2.65 -1.58 -1.04  0.122
C -1.76 0.37 -0.70  -0.182
C -3.16 0.84 -0.41  -0.200
C -3.76 1.81 -1.21  -0.018
C -5.05 2.23 -0.95  0.007
C -5.76 1.69 0.12  -0.275
C -5.16 0.73 0.92  -0.010
C -3.87 0.31 0.65  -0.023
H -3.42 -0.44 1.28  0.123
H -5.68 0.29 1.76  0.103
O -7.02 2.17 0.29  -0.084
C -7.79 1.70 1.37  -0.092
H -7.97 0.62 1.29  0.095
H -8.74 2.22 1.32  0.093
H -7.31 1.91 2.33  0.096
H -5.52 2.98 -1.56  0.118
H -3.21 2.24 -2.03  0.118
H -1.28 1.02 -1.44  0.142
H 0.23 2.29 2.99  0.143
H 7.07 2.41 -0.42  0.075
H 7.91 1.41 0.78  0.079
H 8.48 1.47 -0.90  0.077

Maximum force (eV Å⁻¹): 1.4
Electronic energy (hartree): -1810.79774
Energy above the lowest of the compared OMol25 structures with the same formula, charge and spin (kcal per mole): 91.9
Gap between HOMO and LUMO (eV): 8.62

(2)
A molecular structure, C28H31N7O7PTi in a non-equilibrium geometry, computed with the ωB97M-V functional and the def2-TZVPD basis.

Each line ends with the Löwdin charge.
Geometry (Å):
Ti 0.56 -1.42 -0.62  1.053
O -1.54 -0.97 -0.34  -0.167
C -2.41 -1.59 0.60  -0.186
C -1.55 -2.05 1.79  -0.145
N -0.16 -2.27 1.42  -0.207
C 0.19 -3.67 1.21  -0.083
C 1.60 -3.74 0.53  -0.603
O 2.26 -4.74 0.66  0.077
O 1.93 -2.66 -0.08  -0.093
C 0.78 -1.66 2.39  -0.057
C 1.32 -0.30 1.87  -0.642
O 1.79 0.48 2.68  0.028
O 1.20 -0.11 0.61  -0.139
H -1.99 -0.28 -0.84  0.079
H -2.93 -2.42 0.13  0.107
H -3.16 -0.88 0.97  0.116
H -1.99 -2.96 2.23  0.131
H -1.59 -1.27 2.55  0.084
H -0.52 -4.15 0.52  0.119
H 0.22 -4.23 2.15  0.134
H 1.64 -2.31 2.54  0.140
H 0.32 -1.50 3.37  0.130
O 4.64 -1.34 -5.98  -0.055
C 4.68 -0.46 -5.10  -0.704
O 5.37 0.56 -4.98  -0.052
C 3.61 -0.67 -3.97  -0.087
C 3.00 -1.90 -3.79  0.070
C 1.96 -2.03 -2.87  -0.192
N 1.53 -0.93 -2.19  -0.032
C 2.00 0.30 -2.47  -0.196
C 3.09 0.45 -3.31  0.066
C 1.13 1.37 -2.02  -0.180
C 1.46 2.73 -2.13  0.005
C 0.49 3.69 -2.01  -0.068
C -0.83 3.28 -1.76  -0.097
C -1.05 1.93 -1.55  -0.175
N -0.12 0.98 -1.65  0.098
C 1.07 -3.15 -2.69  -0.200
C 1.19 -4.38 -3.36  -0.013
C 0.14 -5.26 -3.38  -0.085
C -1.07 -4.87 -2.74  -0.090
C -1.09 -3.71 -2.02  -0.155
N -0.05 -2.86 -1.91  -0.038
H 3.34 -2.73 -4.40  0.118
H 3.52 1.42 -3.52  0.116
H 2.49 3.00 -2.34  0.118
H 0.72 4.74 -2.12  0.109
H -1.64 3.99 -1.70  0.100
H -2.06 1.61 -1.32  0.098
H 2.11 -4.61 -3.87  0.115
H 0.22 -6.21 -3.88  0.095
H -1.94 -5.50 -2.81  0.091
H -2.00 -3.43 -1.50  0.091
C -1.87 4.53 2.11  -0.197
N -2.86 3.57 2.59  -0.162
C -2.63 3.34 4.01  -0.208
N -1.28 2.93 4.33  -0.158
C -0.35 3.93 3.82  -0.192
N -0.50 4.15 2.39  -0.149
C -0.08 2.98 1.61  -0.293
P -1.12 1.44 1.91  1.088
C -2.78 2.33 1.83  -0.338
C -0.97 1.60 3.79  -0.317
H -2.07 5.49 2.60  0.122
H -2.00 4.66 1.03  0.118
H -3.33 2.57 4.36  0.121
H -2.84 4.27 4.54  0.122
H 0.67 3.62 4.03  0.132
H -0.56 4.87 4.33  0.123
H 0.95 2.71 1.88  0.089
H -0.10 3.24 0.56  0.052
H -3.57 1.66 2.20  0.076
H -3.01 2.56 0.78  0.068
H 0.06 1.35 4.04  0.073
H -1.64 0.88 4.27  0.082

Maximum force (eV Å⁻¹): 2.1
Charge: -1
Electronic energy (hartree): -3186.56359
Energy above the lowest of the compared OMol25 structures with the same formula, charge and spin (kcal per mole): 37.8
Gap between HOMO and LUMO (spin up / spin down) (eV): 4.98 / 4.96

(3)
A molecular structure, C28H31N8O4OsPS2, computed with the ωB97M-V functional and the def2-TZVPD basis.

Each line ends with the Löwdin charge.
Geometry (Å):
Os -0.24 -1.29 -0.24  1.054
O -1.71 3.95 0.11  0.049
C -1.45 3.80 -1.21  -0.258
C -1.49 4.96 -1.99  -0.002
C -1.21 4.88 -3.34  -0.057
C -0.88 3.67 -3.94  -0.073
C -0.85 2.53 -3.17  -0.012
C -1.13 2.57 -1.80  -0.088
C -1.05 1.33 -1.04  -0.427
O -0.69 0.25 -1.63  -0.239
N -1.37 1.36 0.26  0.085
N -1.24 0.12 0.80  -0.164
C -1.58 -0.11 2.03  -0.036
C -1.45 -1.49 2.40  -0.246
C -1.83 -2.03 3.63  0.010
C -1.72 -3.40 3.82  -0.025
C -1.27 -4.20 2.78  -0.027
C -0.91 -3.61 1.59  -0.113
N -0.97 -2.28 1.40  -0.110
H -1.67 3.07 0.53  0.058
H -1.74 5.89 -1.52  0.123
H -1.24 5.79 -3.94  0.112
H -0.67 3.62 -5.00  0.106
H -0.60 1.57 -3.61  0.117
H -1.96 0.68 2.66  0.142
H -2.19 -1.37 4.40  0.128
H -2.00 -3.84 4.77  0.122
H -1.20 -5.27 2.89  0.118
H -0.55 -4.19 0.74  0.105
C -0.75 -2.42 -6.56  -0.062
C -1.34 -2.15 -5.21  -0.249
O -0.26 -1.92 -4.26  -0.308
P -0.17 -2.72 -2.92  -0.058
S 1.41 -2.04 -1.83  0.358
S -1.77 -2.56 -1.71  0.362
O 0.04 -4.20 -3.42  -0.308
C 0.17 -5.32 -2.51  -0.287
C 0.49 -6.54 -3.32  -0.063
H -1.55 -2.53 -7.29  0.087
H -0.16 -3.34 -6.55  0.083
H -0.11 -1.59 -6.87  0.085
H -1.96 -2.98 -4.86  0.108
H -1.95 -1.24 -5.19  0.124
H -0.77 -5.42 -1.97  0.100
H 0.97 -5.08 -1.80  0.101
H -0.30 -6.74 -4.04  0.085
H 0.58 -7.41 -2.66  0.086
H 1.43 -6.42 -3.85  0.086
C 1.90 1.57 -0.26  0.022
C 1.99 0.60 0.87  -0.307
N 1.37 -0.56 0.96  -0.079
C 1.80 -1.17 2.13  -0.092
C 2.68 -0.35 2.74  -0.019
N 2.80 0.76 1.94  0.010
C 3.45 1.99 2.38  -0.054
N 2.78 2.53 3.53  -0.059
N 3.22 2.10 4.75  0.055
N 2.37 2.42 5.64  0.087
C 1.31 3.07 5.03  -0.224
C 0.14 3.60 5.58  -0.005
C -0.76 4.17 4.71  -0.071
C -0.51 4.21 3.32  -0.070
C 0.64 3.70 2.76  -0.007
C 1.55 3.12 3.66  -0.164
H 1.45 1.07 -1.12  0.065
H 2.89 1.92 -0.55  0.102
H 1.28 2.43 -0.01  0.076
H 1.46 -2.14 2.42  0.109
H 3.23 -0.45 3.66  0.128
H 3.45 2.70 1.56  0.139
H 4.47 1.77 2.69  0.145
H -0.03 3.56 6.64  0.119
H -1.68 4.59 5.09  0.108
H -1.24 4.68 2.67  0.102
H 0.82 3.77 1.70  0.096

Maximum force (eV Å⁻¹): 0.8
Charge: +1
Expectation value of S²: 0.7562
Electronic energy (hartree): -3052.95377
Energy above the lowest of the compared OMol25 structures with the same formula, charge and spin (kcal per mole): 0.0
Spin multiplicity: 2
Gap between HOMO and LUMO (spin up / spin down) (eV): 7.16 / 7.01

(4)
A molecular structure, C28H32As2N2O2PPd, computed with the ωB97M-V functional and the def2-TZVPD basis.

Each line ends with the Löwdin charge.
Geometry (Å):
Pd -0.32 -0.19 -0.30  0.393
N -0.06 -0.52 2.09  0.030
C 1.27 -0.42 2.67  -0.321
C 1.44 -0.41 4.05  -0.026
C 2.71 -0.34 4.59  -0.057
C 3.82 -0.31 3.76  -0.058
C 3.65 -0.31 2.38  -0.053
C 2.38 -0.35 1.83  -0.313
P 2.07 -0.23 0.04  1.033
C 3.59 -0.70 -0.81  -0.374
C 4.66 0.19 -0.96  -0.092
C 5.81 -0.23 -1.61  -0.063
C 5.90 -1.52 -2.11  -0.063
C 4.84 -2.40 -1.97  -0.066
C 3.68 -1.99 -1.33  -0.087
C 1.86 1.57 -0.23  -0.389
C 1.83 2.04 -1.55  -0.108
C 1.55 3.37 -1.80  -0.064
C 1.30 4.25 -0.75  -0.074
C 1.33 3.79 0.56  -0.077
C 1.61 2.46 0.82  -0.089
H -0.34 -1.50 2.09  0.059
H -0.72 -0.03 2.68  0.089
H 0.57 -0.46 4.70  0.118
H 2.84 -0.33 5.66  0.114
H 4.82 -0.27 4.18  0.114
H 4.52 -0.27 1.73  0.106
H 4.58 1.20 -0.58  0.113
H 6.64 0.46 -1.72  0.111
H 6.80 -1.84 -2.61  0.111
H 4.91 -3.40 -2.37  0.110
H 2.84 -2.66 -1.24  0.101
H 2.01 1.36 -2.37  0.105
H 1.53 3.73 -2.82  0.114
H 1.08 5.29 -0.96  0.110
H 1.15 4.47 1.38  0.109
H 1.65 2.11 1.85  0.102
C -2.12 -3.20 1.09  -0.278
As -1.99 -2.02 -0.46  1.129
C -1.95 -3.31 -1.91  -0.247
C -3.77 -1.26 -0.49  -0.408
C -4.89 -2.08 -0.58  -0.092
C -6.16 -1.52 -0.61  -0.059
C -6.31 -0.14 -0.54  -0.059
C -5.20 0.68 -0.45  -0.090
C -3.92 0.12 -0.42  -0.408
As -2.35 1.25 -0.29  1.124
C -2.58 2.60 -1.65  -0.243
C -2.71 2.26 1.33  -0.270
H -2.91 -3.93 0.94  0.033
H -2.36 -2.62 1.98  0.028
H -1.18 -3.73 1.23  0.034
H -2.72 -4.07 -1.75  0.036
H -0.97 -3.78 -1.92  0.038
H -2.13 -2.79 -2.84  0.027
H -4.78 -3.15 -0.64  0.102
H -7.03 -2.16 -0.68  0.113
H -7.30 0.30 -0.56  0.113
H -5.33 1.75 -0.40  0.103
H -3.51 3.14 -1.48  0.036
H -2.60 2.13 -2.63  0.026
H -1.74 3.29 -1.59  0.025
H -3.65 2.80 1.24  0.032
H -1.90 2.97 1.49  0.022
H -2.77 1.58 2.18  0.023
O -2.05 -0.27 -2.79  -0.205
N -0.93 -0.23 -3.30  -0.193
O 0.04 -0.23 -2.49  -0.263

Maximum force (eV Å⁻¹): 0.2
Charge: +1
Expectation value of S²: 2.0106
Electronic energy (hartree): -6286.66069
Energy above the lowest of the compared OMol25 structures with the same formula, charge and spin (kcal per mole): 28.7
Spin multiplicity: 3
Gap between HOMO and LUMO (spin up / spin down) (eV): 7.95 / 6.91

(5)
A molecular structure, C28H32BrCdN8O6S in a non-equilibrium geometry, computed with the ωB97M-V functional and the def2-TZVPD basis.

Each line ends with the Löwdin charge.
Geometry (Å):
Cd -1.39 -1.09 0.12  1.348
O -7.19 -1.67 2.30  0.063
C -5.94 -1.70 1.76  -0.288
C -5.72 -1.73 0.39  0.052
C -4.42 -1.71 -0.08  -0.179
N -3.38 -1.66 0.74  0.034
C -3.57 -1.70 2.05  -0.194
C -4.83 -1.71 2.61  0.067
C -2.28 -1.84 2.91  -0.690
O -2.43 -2.07 4.10  0.010
O -1.21 -1.76 2.26  -0.157
C -4.08 -1.85 -1.59  -0.689
O -5.02 -1.88 -2.38  -0.015
O -2.85 -1.94 -1.84  -0.110
H -7.84 -1.68 1.58  0.106
H -6.54 -1.77 -0.32  0.120
H -4.94 -1.74 3.68  0.125
C 3.91 4.82 2.44  -0.069
C 2.41 4.57 2.64  -0.562
C 2.13 4.50 4.15  -0.050
C 1.64 5.76 2.05  -0.053
C 1.94 3.29 1.97  -0.196
C 0.60 2.94 2.03  -0.113
C 0.15 1.81 1.38  -0.506
Br -1.75 1.44 1.52  0.764
C 0.95 0.92 0.63  -0.420
O 0.48 -0.08 -0.02  -0.262
C 2.34 1.28 0.63  -0.093
C 2.77 2.43 1.27  -0.007
C 3.42 0.46 -0.08  -0.533
C 4.04 1.31 -1.20  -0.051
C 4.51 0.07 0.94  -0.051
C 2.93 -0.85 -0.72  -0.075
H 4.19 5.76 2.93  0.078
H 4.15 4.90 1.39  0.082
H 4.49 4.02 2.89  0.082
H 2.43 5.43 4.63  0.077
H 2.68 3.67 4.60  0.088
H 1.07 4.34 4.34  0.075
H 1.96 6.69 2.52  0.076
H 0.57 5.64 2.20  0.073
H 1.82 5.83 0.98  0.087
H -0.11 3.55 2.57  0.090
H 3.82 2.66 1.22  0.086
H 4.50 2.21 -0.81  0.070
H 3.27 1.60 -1.91  0.083
H 4.81 0.74 -1.73  0.076
H 4.99 0.94 1.38  0.068
H 5.28 -0.53 0.45  0.077
H 4.06 -0.52 1.74  0.092
H 2.21 -0.64 -1.51  0.066
H 2.45 -1.48 0.02  0.085
H 3.78 -1.38 -1.15  0.078
N -0.85 2.44 -4.21  0.118
N -1.57 1.79 -3.25  -0.294
N -2.86 1.93 -3.11  0.132
C -3.10 1.18 -2.04  -0.195
N -1.98 0.62 -1.58  -0.067
N -1.02 1.01 -2.36  0.084
H -1.32 2.43 -5.10  0.095
H 0.07 2.02 -4.24  0.096
H -4.07 1.03 -1.62  0.112
N 0.01 -6.20 -4.65  0.074
C -0.24 -6.36 -3.33  -0.816
S -0.43 -7.89 -2.75  0.662
C -0.31 -5.17 -2.47  -0.228
C -0.01 -3.89 -2.93  0.008
C -0.10 -2.82 -2.06  -0.138
N -0.46 -2.95 -0.79  -0.008
C -0.74 -4.16 -0.34  -0.098
C -0.68 -5.29 -1.13  -0.021
H -0.01 -7.02 -5.23  0.088
H 0.01 -5.30 -5.08  0.090
H 0.30 -3.70 -3.95  0.102
H 0.10 -1.81 -2.38  0.100
H -1.04 -4.22 0.70  0.117
H -0.92 -6.27 -0.73  0.075

Maximum force (eV Å⁻¹): 1.3
Charge: -1
Electronic energy (hartree): -5115.74399
Energy above the lowest of the compared OMol25 structures with the same formula, charge and spin (kcal per mole): 45.8
Gap between HOMO and LUMO (eV): 5.92

(6)
6 unconnected molecules or ions with the total composition C28H32F2N6O2S in a non-equilibrium geometry, computed with the ωB97M-V functional and the def2-TZVPD basis.

Each line ends with the Löwdin charge.
Geometry (Å):
C 3.28 1.09 -2.63  -0.067
C 4.30 1.37 -1.34  -0.270
F 3.60 2.24 -0.37  -0.101
C 4.87 -0.04 -0.73  -0.197
N 3.85 -0.90 -0.03  -0.150
S 3.49 -0.37 1.60  0.903
O 1.99 0.11 1.66  -0.346
O 4.47 0.75 2.12  -0.333
F 3.77 -1.73 2.64  -0.261
H 3.86 0.66 -3.55  0.094
H 2.71 2.10 -2.88  0.072
H 2.54 0.25 -2.27  0.080
H 5.21 2.01 -1.76  0.157
H 5.28 -0.67 -1.66  0.149
H 5.82 0.17 -0.05  0.140
H 3.00 -1.08 -0.60  0.107
N 1.73 -4.48 4.76  0.051
C 1.42 -5.08 5.93  -0.149
C 1.51 -4.46 7.17  -0.088
C 1.95 -3.14 7.21  -0.083
C 2.28 -2.49 6.02  -0.066
C 2.15 -3.20 4.83  -0.148
H 1.09 -6.11 5.85  0.108
H 1.24 -4.99 8.07  0.105
H 2.03 -2.61 8.16  0.110
H 2.62 -1.46 6.02  0.109
H 2.39 -2.74 3.88  0.074
N 0.92 2.11 -4.75  0.046
C 0.72 3.38 -4.33  -0.156
C -0.47 4.06 -4.48  -0.072
C -1.53 3.42 -5.12  -0.092
C -1.35 2.11 -5.57  -0.074
C -0.12 1.51 -5.36  -0.150
H 1.58 3.84 -3.84  0.095
H -0.57 5.08 -4.12  0.105
H -2.47 3.93 -5.26  0.093
H -2.15 1.58 -6.07  0.103
H 0.06 0.49 -5.69  0.100
N -2.91 5.73 -7.32  0.053
C -3.89 6.48 -7.88  -0.148
C -3.79 7.07 -9.13  -0.078
C -2.62 6.88 -9.85  -0.080
C -1.59 6.12 -9.31  -0.074
C -1.79 5.57 -8.05  -0.147
H -4.78 6.60 -7.27  0.102
H -4.61 7.66 -9.53  0.101
H -2.51 7.33 -10.84  0.105
H -0.67 5.96 -9.85  0.102
H -1.02 4.96 -7.58  0.095
N -2.89 -2.62 8.10  0.052
C -3.87 -1.87 7.54  -0.156
C -3.77 -1.28 6.29  -0.080
C -2.60 -1.46 5.56  -0.074
C -1.57 -2.23 6.11  -0.072
C -1.77 -2.78 7.37  -0.144
H -4.76 -1.75 8.14  0.098
H -4.59 -0.69 5.89  0.099
H -2.49 -1.02 4.58  0.107
H -0.65 -2.39 5.57  0.084
H -1.00 -3.39 7.84  0.085
N -2.34 -4.62 3.15  0.062
C -1.01 -4.40 3.17  -0.153
C -0.28 -3.99 2.07  -0.070
C -0.95 -3.80 0.87  -0.083
C -2.32 -4.03 0.81  -0.085
C -2.97 -4.43 1.97  -0.157
H -0.53 -4.56 4.13  0.070
H 0.79 -3.82 2.15  0.089
H -0.41 -3.48 -0.02  0.100
H -2.88 -3.89 -0.11  0.098
H -4.04 -4.62 1.98  0.099

Maximum force (eV Å⁻¹): 6.9
Electronic energy (hartree): -2162.91056
Energy above the lowest of the compared OMol25 structures with the same formula, charge and spin (kcal per mole): 87.2
Gap between HOMO and LUMO (eV): 8.52